# C3H10N2OS

2 unconnected molecules or ions with the total composition C3H10N2OS (wB97M-V/def2-TZVPD, the Open Molecules 2025 dataset).

* frontier orbital gap: 8.91 eV
* energy: -19133.0712 eV
* LUMO: 0.8 eV
* relative energy (zero: lowest compared OMol25 entry of this formula, charge and spin): 381.8 kJ/mol

```
! wB97M-V def2-TZVPD RIJCOSX def2/J DEFGRID3
* xyz 0 1
C -1.36095 0.96289 -1.06653
C -0.05675 1.87550 -1.17858
N 1.05422 1.14651 -1.70469
S 1.40007 -0.22382 -0.69600
O 2.61553 0.46017 0.23255
H -1.23410 0.14519 -1.83081
H -1.47258 0.39346 -0.09512
H -2.07884 1.67056 -1.20838
H -0.25218 2.60127 -2.00506
H 0.45278 2.46243 -0.36059
H 0.83434 0.70001 -2.60835
H 3.11421 1.21560 -0.20931
C -0.67149 -2.78101 2.89364
N 0.07872 -2.37464 2.00987
H -1.74448 -3.07813 2.74499
H -0.26953 -2.76377 3.91594
H -0.40897 -2.41219 1.16641
*
```